1.
Molecular formula: C21H37N3O8PbSi3
Method: DFT, ωB97M-V with the def2-TZVPD basis set

Structure (XYZ):
```
73
Properties=species:S:1:pos:R:3:mulliken_charge:R:1
Pb 1.175 -1.180 2.395 0.87
N -0.372 0.490 3.603 -0.48
C 0.439 1.739 3.655 0.23
C 1.922 1.534 3.937 0.37
O 2.533 2.412 4.586 -0.75
N 2.415 0.387 3.526 -0.23
C 3.846 0.282 3.509 -0.74
C 4.112 0.112 1.991 0.19
O 4.626 0.909 1.315 -0.52
O 3.489 -0.884 1.323 -0.33
H -1.018 0.563 2.763 0.24
H -0.874 0.349 4.463 0.20
H -0.009 2.505 4.346 0.40
H 0.454 2.092 2.606 -0.39
H 4.210 -0.586 3.947 0.38
H 4.446 1.171 3.910 0.37
C 1.272 -4.562 -0.065 -0.99
O 1.308 -3.120 0.096 -0.40
Si 2.311 -2.140 -0.820 0.14
C 4.099 -2.678 -0.952 -1.34
C 1.594 -1.919 -2.532 -0.85
C 2.305 -0.626 0.362 0.64
Si 2.205 1.042 -0.549 0.67
C 2.175 2.624 0.520 -1.09
C 0.700 0.928 -1.619 0.01
C 3.650 0.924 -1.761 -1.02
Si -3.760 -2.164 -0.789 0.41
C -4.258 -2.959 0.868 -0.99
C -2.024 -2.581 -1.483 -0.64
C -5.049 -2.550 -2.083 -1.20
H 1.015 -5.080 0.827 0.32
H 2.270 -4.922 -0.374 0.29
H 0.603 -4.879 -0.861 0.26
H 4.180 -3.716 -1.250 0.47
H 4.666 -2.557 0.020 0.27
H 4.680 -1.991 -1.596 0.44
H 1.513 -2.936 -3.069 0.35
H 2.329 -1.416 -3.152 0.42
H 0.625 -1.431 -2.580 0.28
H 2.420 2.436 1.507 0.26
H 1.194 3.169 0.456 0.25
H 3.014 3.311 0.231 0.37
H 0.011 1.727 -1.452 0.21
H 0.242 -0.021 -1.397 -0.74
H 0.916 0.795 -2.673 0.40
H 3.473 1.271 -2.745 0.47
H 3.907 -0.168 -1.782 -0.12
H 4.477 1.452 -1.324 0.32
H -3.598 -2.559 1.656 0.27
H -4.082 -4.051 0.864 0.35
H -5.305 -2.710 0.992 0.30
H -1.993 -3.656 -1.256 0.28
H -1.259 -2.012 -0.934 -0.13
H -2.095 -2.514 -2.542 0.43
H -4.603 -2.788 -3.078 0.33
H -5.517 -1.614 -2.333 0.35
H -5.875 -3.257 -1.906 0.36
O -3.846 -0.508 -0.659 -0.24
C -3.136 0.294 0.119 0.56
O -2.383 -0.102 1.014 -0.52
C -3.187 1.715 -0.182 0.19
C -3.481 2.113 -1.546 -0.53
C -3.233 3.423 -1.963 -0.42
C -2.536 4.277 -1.114 -0.09
C -2.298 3.927 0.207 -0.44
C -2.646 2.670 0.678 -0.35
N -2.283 5.655 -1.665 0.99
O -2.694 5.945 -2.785 -0.59
O -1.545 6.364 -0.997 -0.57
H -3.945 1.386 -2.219 0.40
H -3.635 3.774 -2.897 0.49
H -1.839 4.567 0.938 0.48
H -2.447 2.503 1.755 0.43
```

- Spin multiplicity: 1
- Largest force on an atom: 0.0838 hartree/bohr

***

2.
Molecular formula: C21H37N5O6SSr
Method: DFT, ωB97M-V with the def2-TZVPD basis set

Structure (XYZ):
```
71
Properties=species:S:1:pos:R:3:mulliken_charge:R:1
Sr -1.559 -15.933 -7.071 1.43
C 1.836 -15.542 -6.982 -0.91
O 0.921 -16.532 -6.510 -0.13
C 1.041 -16.807 -5.095 -0.43
C 0.166 -18.000 -4.746 -0.61
O -1.254 -17.763 -4.863 -0.14
C -2.033 -17.580 -3.640 -0.65
C -2.360 -16.108 -3.460 -0.53
O -2.869 -15.620 -4.687 -0.13
C -3.218 -14.213 -4.428 -0.87
H 2.897 -15.872 -6.830 0.34
H 1.705 -15.582 -8.040 0.30
H 1.699 -14.527 -6.524 0.30
H 2.132 -17.059 -4.868 0.42
H 0.741 -15.928 -4.491 0.21
H 0.375 -18.870 -5.409 0.24
H 0.369 -18.273 -3.694 0.39
H -2.999 -18.132 -3.797 0.25
H -1.448 -17.876 -2.722 0.34
H -3.151 -15.985 -2.628 0.35
H -1.493 -15.489 -3.161 0.36
H -4.170 -14.254 -3.800 0.29
H -2.507 -13.846 -3.643 0.36
H -3.226 -13.581 -5.297 0.32
O -1.114 -14.426 -8.827 -0.90
C -1.383 -13.334 -8.084 1.03
O -1.413 -13.479 -6.778 -0.97
C -1.729 -12.005 -8.730 -0.33
C -1.463 -10.898 -7.869 -0.42
C -1.333 -9.588 -8.389 -0.77
C -1.567 -9.368 -9.728 -0.24
C -2.005 -10.400 -10.615 -0.69
C -2.163 -11.704 -10.121 0.49
S -2.836 -12.919 -11.071 -0.43
H -1.300 -11.166 -6.832 0.38
H -1.094 -8.775 -7.720 0.34
H -1.356 -8.415 -10.219 0.32
H -2.141 -10.186 -11.628 0.47
C -6.617 -14.295 -8.229 -1.90
C -6.234 -15.094 -9.445 1.53
C -6.588 -14.225 -10.674 -1.55
C -7.119 -16.331 -9.543 -1.80
N -4.814 -15.356 -9.514 0.42
N -4.345 -16.111 -8.387 0.13
H -7.671 -14.048 -8.313 0.50
H -5.954 -13.431 -8.236 0.43
H -6.660 -14.821 -7.291 0.43
H -7.448 -13.549 -10.534 0.37
H -6.763 -14.752 -11.597 0.35
H -5.768 -13.484 -10.887 0.27
H -8.135 -16.024 -9.736 0.48
H -7.163 -17.050 -8.722 0.26
H -6.820 -16.805 -10.462 0.42
H -4.210 -14.532 -9.664 -0.56
H -4.058 -17.111 -8.754 0.35
H -5.104 -16.213 -7.698 0.18
C -2.101 -19.394 -12.926 -1.01
N -2.014 -18.845 -11.525 0.11
C -1.028 -19.320 -10.554 -0.48
C -1.490 -18.488 -9.283 0.11
O -0.863 -18.410 -8.172 -0.65
N -2.579 -17.723 -9.623 -0.20
C -2.769 -17.854 -10.973 0.07
N -3.698 -17.123 -11.594 -0.20
H -1.653 -20.408 -12.867 0.34
H -1.571 -18.803 -13.668 0.30
H -3.152 -19.512 -13.273 0.37
H 0.019 -19.050 -10.893 0.29
H -1.040 -20.387 -10.470 0.37
H -4.288 -16.492 -10.969 0.24
H -3.938 -17.403 -12.551 0.21
```

- Spin multiplicity: 1
- ΔE to the lowest compared entry with this formula, charge and spin: 43.8 kcal/mol
- Largest force on an atom: 0.0750 hartree/bohr

***

3.
Molecular formula: C21H37NO15
Method: DFT, ωB97M-V with the def2-TZVPD basis set

Structure (XYZ):
```
74
Properties=species:S:1:pos:R:3:mulliken_charge:R:1
C 18.273 -11.837 -5.633 -1.36
C 19.745 -11.421 -5.443 1.83
C 19.883 -10.343 -4.333 -0.33
O 20.355 -11.264 -3.273 -0.40
C 20.942 -12.332 -3.834 0.59
O 21.601 -13.138 -3.215 -0.62
O 20.585 -12.420 -5.038 -0.11
H 17.862 -12.284 -4.738 0.44
H 18.174 -12.549 -6.509 0.05
H 17.715 -10.954 -5.916 0.41
H 20.093 -11.010 -6.407 -1.06
H 18.980 -9.763 -4.078 0.39
H 20.626 -9.599 -4.558 0.22
C 18.816 -14.253 -8.616 -0.56
C 19.938 -15.239 -9.054 1.20
C 20.773 -15.860 -7.956 -0.10
O 20.371 -17.197 -7.977 -0.40
C 19.590 -17.428 -9.000 0.49
O 19.240 -18.572 -9.243 -0.62
O 19.340 -16.375 -9.711 -0.39
H 19.181 -13.273 -8.225 -0.34
H 18.097 -14.692 -7.952 0.45
H 18.387 -13.965 -9.633 0.08
H 20.608 -14.695 -9.776 -0.30
H 20.590 -15.458 -6.956 0.16
H 21.848 -15.886 -8.160 0.29
C 23.019 -9.188 -7.832 -0.97
O 21.833 -9.932 -7.956 0.20
C 20.848 -9.391 -8.591 0.23
O 20.873 -8.092 -9.151 -0.70
O 19.863 -10.289 -8.700 0.22
C 18.658 -9.976 -9.409 -0.85
H 22.952 -8.103 -7.890 0.39
H 23.582 -9.530 -8.744 0.37
H 23.658 -9.378 -6.987 0.17
H 17.915 -10.540 -8.856 0.30
H 18.713 -10.223 -10.473 0.21
H 18.319 -8.941 -9.349 0.36
C 22.294 -9.997 -11.561 -0.71
O 21.044 -10.705 -11.703 -0.26
C 21.079 -11.934 -12.000 0.96
O 22.276 -12.618 -12.154 -0.68
O 19.898 -12.417 -12.195 -0.32
C 19.702 -13.824 -12.538 -0.73
H 22.810 -9.953 -12.480 0.49
H 22.932 -10.562 -10.956 0.18
H 22.106 -9.004 -11.076 0.21
H 20.612 -14.407 -12.333 0.37
H 19.421 -13.983 -13.594 0.31
H 18.878 -14.283 -12.017 0.24
C 25.089 -14.536 -2.128 -0.78
O 24.409 -13.601 -2.979 -0.11
C 24.649 -12.359 -2.949 0.51
O 25.570 -11.705 -2.125 -0.66
O 23.821 -11.677 -3.834 0.19
C 23.979 -10.319 -3.937 -0.47
H 25.111 -15.510 -2.666 0.24
H 24.489 -14.725 -1.210 0.28
H 26.080 -14.193 -1.954 0.38
H 23.412 -9.930 -4.779 -0.24
H 25.049 -9.974 -3.897 0.37
H 23.493 -9.913 -3.062 0.36
C 22.850 -12.628 -8.519 -0.94
C 23.124 -12.985 -7.083 1.12
C 24.617 -13.105 -6.676 -0.42
C 25.408 -11.833 -6.956 0.21
N 26.015 -10.835 -7.191 -0.60
H 21.797 -12.472 -8.649 -0.07
H 23.262 -13.434 -9.181 0.61
H 23.417 -11.765 -8.882 0.16
H 22.594 -13.928 -6.897 0.07
H 22.618 -12.313 -6.399 -0.82
H 25.076 -13.868 -7.313 0.57
H 24.647 -13.364 -5.621 0.04
```

- Spin multiplicity: 1
- ΔE to the lowest compared entry with this formula, charge and spin: 4.4 kcal/mol
- Largest force on an atom: 0.1853 hartree/bohr

***

Q: Which gap between HOMO and LUMO values were calculated for the entries above? A: 6.174, 5.213, 10.408, in eV.
Q: Which E values were calculated for the entries above? A: -72107.9622, -53783.7004, -54574.9835, in eV.
Q: Which E_LUMO values were calculated for the entries above? A: -1.3, 0.1, 0.1, in eV.